{"formula": "C39H47AlAsClF7KMgN5O11S2", "method": "wB97M-V/def2-TZVPD", "species": ["C", "C", "C", "C", "C", "C", "C", "C", "C", "C", "C", "C", "N", "C", "C", "N", "C", "C", "C", "S", "C", "S", "N", "C", "C", "C", "C", "C", "C", "C", "C", "C", "C", "C", "C", "O", "N", "O", "H", "H", "H", "H", "H", "H", "H", "H", "H", "H", "H", "H", "H", "H", "H", "H", "H", "H", "H", "H", "H", "H", "H", "H", "H", "H", "H", "H", "H", "H", "H", "H", "H", "H", "H", "H", "H", "H", "F", "As", "F", "F", "F", "F", "F", "Mg", "F", "K", "C", "C", "O", "C", "O", "O", "H", "H", "H", "H", "C", "C", "C", "O", "C", "C", "C", "O", "H", "H", "H", "H", "N", "O", "O", "O", "Al", "O", "H", "Cl"], "positions_angstrom": [[5.011, -1.289, 2.617], [5.413, 0.251, 2.465], [5.927, 0.547, 1.021], [4.770, 1.156, 0.135], [4.321, 2.585, 0.565], [3.484, 3.334, -0.540], [2.022, 3.546, 0.058], [0.978, 3.951, -1.044], [-0.407, 4.501, -0.486], [-0.516, 4.487, 1.066], [-1.986, 4.763, 1.656], [-2.872, 5.374, 0.569], [-3.394, 5.671, -0.367], [-2.527, 3.418, 2.187], [-2.395, 2.437, 0.998], [-2.412, 1.803, 0.093], [-4.069, 3.393, 2.586], [-4.269, 2.812, 4.002], [-4.031, 1.285, 4.053], [-4.223, 0.496, 2.430], [-2.776, -0.574, 2.235], [-2.456, -1.686, 3.360], [-2.039, -0.224, 1.063], [-1.543, -1.342, 0.290], [-0.467, -2.186, 0.618], [0.006, -3.224, -0.179], [-0.659, -3.425, -1.430], [-1.737, -2.627, -1.793], [-2.186, -1.581, -0.952], [-0.899, 0.587, 1.400], [-0.108, 1.097, 0.259], [1.039, 1.867, 0.413], [1.473, 2.183, 1.756], [0.688, 1.683, 2.889], [-0.492, 0.887, 2.722], [-1.740, 2.872, 3.236], [-1.238, 3.868, 4.120], [-0.091, 3.854, 4.125], [5.746, -1.820, 3.253], [4.012, -1.412, 3.087], [5.031, -1.705, 1.592], [6.270, 0.396, 3.159], [4.615, 0.947, 2.790], [6.702, 1.345, 1.103], [6.410, -0.343, 0.579], [5.105, 1.107, -0.921], [3.907, 0.461, 0.227], [5.254, 3.215, 0.933], [3.662, 2.482, 1.463], [3.477, 2.777, -1.495], [3.854, 4.358, -0.737], [1.709, 2.545, 0.424], [2.130, 4.267, 0.888], [0.769, 3.015, -1.609], [1.419, 4.658, -1.772], [-1.199, 3.911, -0.992], [-0.501, 5.561, -0.793], [-0.138, 3.569, 1.548], [0.139, 5.313, 1.414], [-1.892, 5.546, 2.430], [-4.407, 4.458, 2.626], [-4.707, 2.941, 1.799], [-3.585, 3.285, 4.736], [-5.282, 3.066, 4.380], [-4.786, 0.830, 4.729], [-3.061, 1.099, 4.553], [0.049, -2.004, 1.575], [0.841, -3.860, 0.142], [-0.255, -4.240, -2.073], [-2.272, -2.724, -2.754], [-3.014, -0.938, -1.272], [-0.439, 0.855, -0.762], [1.541, 2.194, -0.505], [2.388, 2.772, 1.878], [1.033, 1.897, 3.907], [-1.055, 0.505, 3.576], [0.532, -2.351, -4.473], [1.476, -0.903, -3.897], [2.777, -1.361, -4.948], [2.150, -1.886, -2.628], [2.351, 0.494, -3.346], [0.128, -0.488, -2.856], [0.757, 0.023, -5.185], [-0.427, -4.195, -4.303], [2.299, -1.871, 3.241], [-5.024, 3.734, -0.929], [0.854, -7.130, 2.447], [0.498, -8.468, 1.859], [-0.384, -8.123, 0.781], [-0.092, -6.836, 0.430], [-0.515, -6.291, -0.532], [0.748, -6.256, 1.324], [1.859, -7.108, 2.862], [0.146, -6.807, 3.214], [1.365, -8.990, 1.451], [-0.002, -9.119, 2.574], [-3.682, 2.302, -6.295], [-2.662, 2.083, -7.121], [-1.510, 1.241, -6.715], [-0.583, 1.043, -7.463], [-1.541, 0.652, -5.353], [-2.563, 0.873, -4.529], [-3.711, 1.714, -4.938], [-4.648, 1.914, -4.183], [-4.531, 2.914, -6.574], [-2.624, 2.505, -8.118], [-0.694, 0.039, -5.073], [-2.602, 0.452, -3.532], [-2.773, -8.669, -1.336], [-3.091, -9.853, -1.622], [-3.268, -7.729, -1.934], [-1.949, -8.468, -0.369], [-3.649, -9.252, 0.428], [2.995, -5.819, -2.177], [2.174, -5.334, -2.286], [6.323, 4.585, 0.519]], "mulliken_charge": [-0.8534, -0.1620, -1.1935, -0.6151, 0.9326, -1.0837, -0.6590, -0.6774, -0.6735, 0.4998, 0.3029, -0.0899, -0.7514, 1.6916, -0.8565, -0.0547, -1.2753, -0.9611, -0.3702, -0.3521, 0.3477, -0.0150, 1.0779, -0.7348, 0.1233, -1.8855, 0.4634, 0.3743, -0.0438, -0.0197, -0.4265, -0.2953, 0.5841, -2.2220, -0.0996, -0.0470, -0.0262, -0.1824, 0.2730, 0.2090, 0.2774, 0.4017, 0.0908, 0.3586, 0.4549, 0.4711, 0.1200, 0.2500, -0.5431, 0.3297, 0.4990, -2.9789, 1.0530, 0.1460, 0.7492, 0.2115, 0.6741, -1.0953, 0.9196, 0.6467, 0.4839, 0.2357, 0.2684, 0.5337, 0.5911, 0.1994, 0.4314, 0.7323, -0.7562, 0.2925, 0.3617, 0.8450, 1.5929, 0.5608, 0.9015, 0.4596, -0.3804, 2.0548, -0.4539, -0.4739, -0.4599, -0.3719, -0.4803, 1.1030, -0.7566, 0.9575, -0.4337, -0.4537, -0.2239, 0.6398, -0.5375, -0.2484, 0.3413, 0.2603, 0.2655, 0.3520, -0.4357, -0.4669, 0.1666, -0.5109, -0.2969, -0.2210, 0.2414, -0.6063, 0.4212, 0.4302, 0.6840, 0.5806, 1.0419, -0.5486, -0.5531, -0.1913, 0.2172, -0.5847, 0.2096, -0.2998], "lumo_ev": -6.668, "energy_ev": -213559.7985, "total_charge": 1, "spin_multiplicity": 1}